1.
A single C4H8FNO molecule in a non-equilibrium geometry, computed with the ωB97M-V functional and the def2-TZVPD basis.

Output
E_LUMO (eV): 0.60
Relative energy (zero: lowest compared OMol25 entry of this formula, charge and spin) (kcal per mole): 107.3
Highest occupied orbital energy (eV): -8.94
SMILES: C[C@]1(O)[C@@H](N)[C@@H]1F

Geometry as XYZ:
```
15
Properties=species:S:1:pos:R:3:forces:R:3:mulliken_charge:R:1
C 1.2362 1.2125 0.6602 3.0 -7.8 -3.3 -0.8312
C 0.0729 0.4846 -0.1868 2.2 1.3 0.4 0.4636
O -0.8424 1.2702 -0.9604 1.7 -0.5 -3.0 -0.6258
C -0.5572 -0.7490 0.4810 1.7 -1.2 0.3 -0.1803
N -1.9026 -1.0079 0.0882 -2.2 3.7 1.3 -0.7534
C 0.4738 -0.9093 -0.6518 -0.3 0.0 -2.1 -0.2496
F 1.8243 -1.2835 -0.5521 -0.8 0.1 0.6 -0.3087
H 1.5161 0.0261 1.0623 -0.3 3.8 0.4 0.1183
H 0.9053 1.8360 1.3975 -0.5 1.7 1.8 0.3772
H 2.3953 1.2815 0.1708 -3.7 0.8 0.9 0.2589
H -0.5380 1.2687 -1.9937 -1.1 -0.1 3.9 0.3789
H -0.2341 -1.1461 1.4812 -0.2 1.0 -0.9 0.3039
H -2.0227 0.1597 -0.3742 -1.0 -4.3 1.5 0.4198
H -2.4930 -1.1344 1.0547 1.7 0.8 -3.3 0.2810
H 0.1662 -1.3091 -1.6768 -0.2 0.8 1.7 0.3474
```
Forces are in eV/Å.



2.
2 unconnected molecules or ions with the total composition C4H8FNO in a non-equilibrium geometry, computed with the ωB97M-V functional and the def2-TZVPD basis.

Output
Spin multiplicity: 3
E_LUMO (spin up / spin down) (eV): 0.86 / -3.12
Relative energy (zero: lowest compared OMol25 entry of this formula, charge and spin) (kcal per mole): 77.9
Highest occupied orbital energy (spin up / spin down) (eV): -5.52 / -8.83
Expectation value of S²: 2.0051

Geometry as XYZ:
```
15
Properties=species:S:1:pos:R:3:forces:R:3:mulliken_spin:R:1
C 1.6925 0.1294 0.0568 -0.3 -2.3 -0.3 0.0022
C 2.7307 -0.8617 -0.5006 0.5 3.1 3.6 0.0001
C 0.5427 -0.3878 0.5083 -0.9 0.4 1.2 0.0058
C -3.6411 0.1920 0.3278 7.7 8.3 2.3 0.7683
N -4.4385 -0.7257 0.4499 -4.9 -7.4 -1.1 1.0922
O 2.1594 1.3791 0.0448 -0.6 1.3 0.8 0.0001
F -3.5820 0.9265 -0.7987 -0.2 -0.4 -1.3 0.1036
H 2.8293 -0.7293 -1.5203 0.6 0.0 -2.1 0.0000
H 2.4510 -1.8059 -0.1593 -0.3 -1.7 0.0 0.0001
H 3.6349 -0.5402 0.1233 -0.6 -0.7 -1.4 0.0000
H -0.3101 0.0399 1.1200 1.3 0.1 -1.1 -0.0035
H 0.4666 -1.4649 0.4210 -0.1 0.1 -0.1 -0.0017
H -2.8279 0.4382 1.0297 -0.8 -0.2 -0.3 0.0117
H -5.2428 -0.8554 -0.1069 -1.8 -0.2 0.5 0.0213
H 1.5775 1.9366 0.6002 0.4 -0.2 -0.5 -0.0001
```
Forces are in eV/Å.



3.
A molecular structure, C4H8HfN3S6Sb in a non-equilibrium geometry, computed with the ωB97M-V functional and the def2-TZVPD basis.

Output
E_LUMO (eV): -1.32
Relative energy (zero: lowest compared OMol25 entry of this formula, charge and spin) (kcal per mole): 3.0
Highest occupied orbital energy (eV): -8.94

Geometry as XYZ:
```
23
Properties=species:S:1:pos:R:3:forces:R:3:mulliken_charge:R:1
Hf 0.1795 -2.3554 1.0066 -0.6 0.6 0.2 0.8539
S 0.4228 -4.7896 0.4444 -0.1 -0.8 0.4 -0.5115
Sb 0.1634 -3.6841 -1.5937 -0.1 0.5 -0.2 1.1790
S -1.7581 -2.4005 -0.6779 0.6 -0.5 -0.4 -0.4943
S 1.7297 -1.9203 -0.7203 0.5 -0.1 -0.8 -0.4543
S 0.5553 -4.5056 -3.6386 -0.3 0.3 0.6 -0.4818
S 0.6337 -1.0640 5.5236 0.2 -0.5 -0.3 -0.3367
C 0.6653 -1.8157 4.1281 -0.3 1.0 0.3 0.6764
N 0.6130 -2.2258 3.0101 0.2 -0.5 0.4 -0.7819
C -0.2335 3.2529 1.1855 0.5 3.1 0.2 -0.9912
N 0.0203 2.4697 0.0146 -0.8 -3.9 -1.1 -0.1513
C -0.2087 1.0680 -0.0468 0.0 2.1 -0.7 0.6644
S -0.3645 0.3076 1.5060 0.1 -0.6 -1.1 -0.4514
N -0.3073 0.4444 -1.2649 0.3 1.4 4.6 0.2731
C -0.1655 0.9636 -2.5327 -0.5 0.7 -2.6 -1.2312
H 0.6300 3.3306 1.8610 0.0 0.0 -0.4 0.3235
H -1.0341 2.9894 1.8336 -0.9 -1.1 0.0 0.3655
H -0.5484 4.3236 0.8928 0.9 -1.6 0.1 0.3077
H 0.1521 2.8747 -0.8949 -0.1 0.6 0.1 0.2498
H -0.6096 -0.4911 -1.1799 -0.3 -1.3 0.1 -0.1599
H -0.4821 0.2317 -3.2731 0.3 -0.5 0.2 0.3423
H 0.8323 1.2600 -2.8190 0.4 0.2 0.2 0.3734
H -0.8855 1.7359 -2.7646 -0.1 0.9 0.2 0.4363
```
Forces are in eV/Å.



4.
A gas-phase ion, C4H8IN3 (charge +2) in a non-equilibrium geometry, computed with the ωB97M-V functional and the def2-TZVPD basis.

Output
E_LUMO (eV): -10.08
Relative energy (zero: lowest compared OMol25 entry of this formula, charge and spin) (kcal per mole): 6.9
Charge: +2
Highest occupied orbital energy (eV): -17.96
SMILES: CN1C=[NH+]C=[NH+][C@H]1I

Geometry as XYZ:
```
16
Properties=species:S:1:pos:R:3:forces:R:3:mulliken_charge:R:1
C -0.4285 -1.8764 -0.0504 2.9 -3.3 -1.3 -0.7045
N -0.1532 -0.5010 -0.0294 -0.2 2.2 0.7 0.0604
C 0.5989 0.1127 -0.8669 1.6 0.5 -1.0 0.1316
N 0.5535 1.5283 -1.0198 1.4 -1.2 -0.2 -0.0512
C 0.0221 2.3308 -0.0879 -2.4 -3.3 1.3 0.0387
N -0.6308 1.6948 0.8692 -1.6 0.7 1.2 -0.1223
C -1.0800 0.1655 0.8548 -0.6 3.4 -1.9 -0.8126
I -3.1312 0.0087 -0.1381 1.2 0.4 1.0 0.4229
H -1.2596 -1.9999 -0.6808 -1.0 -0.4 -1.2 0.4506
H 0.5009 -2.3722 -0.5483 -1.8 0.3 1.2 0.2468
H -0.7575 -2.3031 0.8924 0.7 0.2 0.4 0.3077
H 1.3738 -0.5052 -1.4924 -1.7 1.4 1.0 0.3299
H 1.2496 1.9513 -1.6280 -0.1 -0.2 -0.4 0.3287
H -0.1112 3.3877 -0.1808 0.8 0.7 -0.1 0.4211
H -1.1522 2.3397 1.5521 0.9 -1.5 -1.1 0.3458
H -1.0608 -0.2770 1.8349 0.0 0.2 0.4 0.6063
```
Forces are in eV/Å.



5.
A molecular structure, C4H8INO2 in a non-equilibrium geometry, computed with the ωB97M-V functional and the def2-TZVPD basis.

Output
E_LUMO (eV): -0.83
Relative energy (zero: lowest compared OMol25 entry of this formula, charge and spin) (kcal per mole): 180.5
Highest occupied orbital energy (eV): -8.11

Geometry as XYZ:
```
16
Properties=species:S:1:pos:R:3:forces:R:3:mulliken_charge:R:1
C 2.3479 1.3302 0.5745 -2.4 2.4 -1.0 -0.8496
C -3.3676 -0.1749 -0.2999 0.1 1.6 0.9 -0.7566
C 1.6667 0.2445 -0.3559 0.8 0.8 0.5 -0.4292
C 0.4780 -0.3803 0.2487 -0.1 -0.8 -0.5 -0.1026
N 0.1442 -1.6855 0.0080 1.0 -1.0 1.1 0.8454
O 1.0129 -2.6287 -0.0485 -1.5 2.0 -0.2 -0.6454
O -1.0969 -1.9148 0.0410 -0.1 -1.1 -0.3 -0.7227
I -1.3749 0.6333 0.1131 -0.1 0.6 0.8 0.4280
H 2.7347 0.9290 1.4637 0.9 -0.8 1.0 0.3251
H 3.0508 2.0977 0.1151 -0.6 -1.5 0.2 0.3013
H 1.4968 2.0450 0.9908 1.4 -1.4 -0.9 0.1473
H -3.6549 -1.1365 0.1741 0.8 0.7 -0.6 0.3255
H -3.9023 0.7130 0.2100 0.5 -1.5 -1.2 0.2669
H -3.2342 -0.0797 -1.3815 -1.1 -0.5 0.4 0.2787
H 1.4600 0.6888 -1.3370 0.0 -0.1 0.0 0.2845
H 2.2388 -0.6810 -0.5159 0.6 0.4 -0.1 0.3034
```
Forces are in eV/Å.



6.
A molecular structure, C4H8INO3 in a non-equilibrium geometry, computed with the ωB97M-V functional and the def2-TZVPD basis.

Output
E_LUMO (eV): -1.59
Relative energy (zero: lowest compared OMol25 entry of this formula, charge and spin) (kcal per mole): 81.4
Highest occupied orbital energy (eV): -9.94

Geometry as XYZ:
```
17
Properties=species:S:1:pos:R:3:forces:R:3:mulliken_charge:R:1
C 1.9124 -0.6115 0.4660 0.1 -0.4 -0.5 -0.9463
C 1.1686 0.5398 -0.4336 0.0 -0.3 1.1 0.2684
O 0.7721 0.0623 -1.7705 0.7 -0.7 1.6 -0.5511
C -0.1412 1.0575 0.4657 1.4 -0.7 -0.5 -0.5199
N -1.3071 1.1048 -0.5094 -1.8 -2.1 2.3 -0.2571
C -2.1462 -0.1583 -0.4143 -6.0 0.5 1.6 0.5231
O -3.4658 -0.1277 -0.0925 8.3 0.3 -2.3 -0.5699
O -1.5794 -1.5205 -0.6330 -0.6 3.6 1.6 -0.4955
I -1.8649 -2.4426 1.1754 0.2 0.0 -0.9 0.3089
H 3.0621 -0.7003 0.2086 -2.4 0.3 0.7 0.2800
H 1.4442 -1.6746 0.1964 0.8 2.3 0.6 0.2263
H 1.7246 -0.4319 1.6261 0.6 -0.3 -2.5 0.2631
H 1.8251 1.5043 -0.6003 -1.1 -2.2 0.2 0.3062
H 0.7217 -0.9368 -1.8184 0.1 1.8 0.6 0.3258
H -0.3528 0.3421 1.3711 0.4 1.3 -1.7 0.1648
H 0.1427 2.1084 0.9245 -1.0 -2.0 -1.2 0.3427
H -1.9163 1.8848 -0.1621 0.2 -1.3 -0.7 0.3304
```
Forces are in eV/Å.



7.
A molecular structure, C4H8INS in a non-equilibrium geometry, computed with the ωB97M-V functional and the def2-TZVPD basis.

Output
Spin multiplicity: 3
E_LUMO (spin up / spin down) (eV): 0.49 / -2.54
Relative energy (zero: lowest compared OMol25 entry of this formula, charge and spin) (kcal per mole): 31.7
Highest occupied orbital energy (spin up / spin down) (eV): -5.11 / -8.48
Expectation value of S²: 2.0138

Geometry as XYZ:
```
15
Properties=species:S:1:pos:R:3:forces:R:3:mulliken_spin:R:1
C -0.8709 -0.4954 -1.2934 -3.2 -2.1 0.9 0.0230
C 0.3978 -1.3328 -1.2621 0.6 -0.6 -0.7 -0.0799
C 0.0191 0.6122 0.7182 0.7 0.3 1.4 0.4195
C 0.2269 0.2306 2.2146 -2.7 2.5 -1.1 0.0093
N -1.0717 -0.0145 0.1456 2.1 -0.7 -1.9 -0.0167
S 1.5919 -0.3834 -0.3487 2.6 -1.1 -0.9 1.3162
I -2.6537 1.1982 0.2336 -3.0 1.7 0.1 0.2464
H -0.8642 0.2165 -2.1720 0.0 -0.2 1.3 0.0036
H -1.8597 -1.2053 -1.4033 2.5 1.7 -0.2 0.0024
H 0.3921 -2.3347 -0.7370 -0.5 1.0 -0.3 0.0507
H 0.8040 -1.5630 -2.2910 -0.4 0.4 1.1 0.0194
H 0.4227 1.6507 0.3893 -1.1 -1.4 0.5 -0.0063
H 0.0846 -0.7792 2.4008 -0.5 -2.2 -0.2 0.0030
H -0.6419 0.7261 2.8010 1.7 -0.4 -0.5 0.0163
H 1.1991 0.4194 2.5693 1.1 1.0 0.6 -0.0070
```
Forces are in eV/Å.



8.
A molecular structure, C4H8InO3 in a non-equilibrium geometry, computed with the ωB97M-V functional and the def2-TZVPD basis.

Output
Spin multiplicity: 2
E_LUMO (spin up / spin down) (eV): -24.50 / -24.65
Relative energy (zero: lowest compared OMol25 entry of this formula, charge and spin) (kcal per mole): 11.8
Charge: +4
Highest occupied orbital energy (spin up / spin down) (eV): -27.74 / -27.74
Expectation value of S²: 0.8257

Geometry as XYZ:
```
16
Properties=species:S:1:pos:R:3:forces:R:3:mulliken_spin:R:1
H -2.1884 -0.6602 -1.0911 -0.7 0.2 0.0 0.0000
C -1.9513 0.6056 0.6196 -3.0 0.6 0.6 -0.0014
H -2.2207 -0.1469 1.3771 0.8 -0.2 -0.2 0.0012
H -1.9915 1.6304 1.0241 0.7 -0.1 -0.3 0.0003
C -2.1951 0.3710 -0.7269 1.7 -0.1 -0.1 0.0066
H -2.0325 1.1828 -1.4418 -0.5 -0.1 0.1 -0.0001
H -3.2042 0.6337 0.0030 0.0 -0.1 -0.2 0.0039
O 0.5862 0.4415 1.7859 1.1 0.8 -1.0 0.9199
C 1.5184 0.1957 0.9029 -6.7 1.6 -0.6 -0.0842
O 2.4635 -0.5086 1.2727 2.6 -0.7 -2.0 0.0183
In 3.4779 -1.2191 2.5771 3.0 -1.9 3.6 -0.1032
O 1.1694 0.3867 -0.3068 0.8 0.5 1.9 0.1694
C 1.5828 -0.5675 -1.3230 0.1 -0.8 -1.4 0.0299
H 2.6727 -0.5232 -1.4101 0.0 0.2 -0.3 0.0246
H 1.2569 -1.5731 -1.0401 0.0 0.0 0.2 0.0111
H 1.0557 -0.2486 -2.2227 0.4 0.1 -0.1 0.0038
```
Forces are in eV/Å.